(1)
Entry from the OMol25 dataset: a structure of composition CH2BrClFNO2S (ωB97M-V/def2-TZVPD).

LUMO level (alpha / beta): -3.4 / -1.8 eV
Kohn-Sham gap (alpha / beta): 6.6 / 9.3 eV
HOMO level (alpha / beta): -0.370 / -0.409 Ha

```
10
CH2BrClFNO2S ωB97M-V/def2-TZVPD
C 1.33746 2.42424 0.32489
N 0.17256 0.23592 0.06990
O 0.38972 1.67203 -1.97423
O -1.26941 2.30785 -0.28138
F 0.87727 2.38199 1.55378
S -0.04509 1.74442 -0.60797
Cl 2.86700 1.79244 0.08359
Br 4.10053 -0.72596 -0.09519
H -0.63092 -0.29586 0.22786
H 0.65928 -0.40849 -0.55743
```

---

(2)
Entry from the OMol25 dataset: a cluster of 2 separate species, C11H19NO8 in total (ωB97M-V/def2-TZVPD).

LUMO level: 0.0 eV
SMILES string: C=CNC(=O)OCOCOCCO.C[C@@H]1COC(=O)O1
Kohn-Sham gap: 8.6 eV
HOMO level: -0.315 Ha

```
39
C11H19NO8 ωB97M-V/def2-TZVPD
C 0.82467 7.98147 0.21953
C 0.24375 6.60800 0.50387
N 0.86103 5.33202 -0.03262
C -0.07213 4.14495 0.05818
O -1.15456 4.07032 0.88181
O 0.11585 2.93617 -0.81124
C 1.47291 2.37117 -0.59934
O 1.45527 0.89404 -0.66549
C 1.07987 0.29157 0.62514
O 2.02072 -0.79264 1.05936
C 1.25644 -1.91223 1.65502
C 2.31241 -2.82590 2.57430
O 3.22176 -1.83190 3.22719
H 0.12881 8.88191 -0.11242
H 1.96453 8.21527 0.37315
H -0.71419 6.62227 1.21545
H 1.09564 5.47870 -1.06018
H 2.01733 2.80510 0.35021
H 2.12225 2.72614 -1.53533
H -0.03830 -0.12605 0.62448
H 1.07653 1.16261 1.44142
H 0.37056 -1.58224 2.34477
H 0.84266 -2.65944 0.83927
H 2.89292 -3.58021 1.87365
H 1.77107 -3.39153 3.45472
H 2.81195 -1.65252 4.12451
C -2.58048 -3.53081 -3.35951
C -1.91295 -3.95939 -2.06846
C -2.81991 -4.72172 -1.15037
O -2.28575 -4.42820 0.12799
C -1.66834 -3.21432 0.02177
O -1.26667 -2.55816 0.96683
O -1.56211 -2.82887 -1.28622
H -3.39103 -2.81896 -3.16791
H -1.86032 -3.01557 -4.00372
H -2.98316 -4.38926 -3.90451
H -0.99623 -4.52160 -2.28428
H -2.79181 -5.79846 -1.34084
H -3.86098 -4.38172 -1.18019
```

---

(3)
Entry from the OMol25 dataset: a structure of composition C40H26Cl5IO2PPdS (ωB97M-V/def2-TZVPD).

LUMO level: -4.7 eV
Charge: +1
Kohn-Sham gap: 5.4 eV
HOMO level: -0.371 Ha

```
77
C40H26Cl5IO2PPdS ωB97M-V/def2-TZVPD
Pd 0.75153 0.52975 0.02852
Cl 5.44015 5.68492 2.14894
C 4.60799 4.41339 1.34044
C 3.70624 3.61108 2.02692
Cl 3.35305 3.91896 3.68370
C 3.08447 2.55623 1.37285
Cl 1.98043 1.52066 2.22058
C 3.27350 2.27427 0.01582
O 2.67468 1.30228 -0.63080
C 4.15647 3.13049 -0.66107
Cl 4.37912 2.83615 -2.34735
C 4.82727 4.15981 -0.01414
Cl 5.92425 5.14632 -0.89279
I 0.19874 1.81654 -2.24714
C -1.72451 1.12055 -2.72543
C -1.88061 0.78504 -4.03963
C -3.16702 0.54459 -4.56414
C -4.25615 0.74519 -3.77347
C -4.11045 1.09432 -2.40674
C -5.25797 1.37162 -1.62578
C -5.15023 1.70710 -0.31068
C -3.88767 1.64770 0.30755
C -2.74444 1.36880 -0.40405
P -1.35879 0.92909 0.69737
C -1.90810 -0.53457 1.58771
C -2.94988 -1.34326 1.14071
C -3.21888 -2.53973 1.79111
C -2.43456 -2.94325 2.86410
C -1.38524 -2.14535 3.30416
C -1.11662 -0.94631 2.66628
C -1.22341 2.30522 1.85053
C -0.51009 3.43560 1.44151
C -0.40455 4.52950 2.28117
C -1.00885 4.50095 3.53328
C -1.71506 3.37903 3.94263
C -1.82009 2.27533 3.10717
C -2.81625 1.19243 -1.81987
H -1.01776 0.74133 -4.69387
H -3.27472 0.26516 -5.60486
H -5.25556 0.65916 -4.18268
H -6.23010 1.31911 -2.10414
H -6.02368 1.96333 0.27352
H -3.82825 1.78559 1.38056
H -3.55012 -1.04768 0.28882
H -4.04607 -3.15502 1.46193
H -2.63781 -3.88736 3.35437
H -0.77386 -2.46023 4.14045
H -0.28809 -0.33056 2.99748
H -0.02569 3.45779 0.47373
H 0.15419 5.40042 1.96241
H -0.92648 5.35559 4.19295
H -2.18910 3.35940 4.91606
H -2.34853 1.39077 3.44324
O 1.93025 -1.29149 1.03204
S 2.70917 -1.54826 -0.25003
C 3.27984 -3.25010 -0.14574
C 2.72538 -4.09881 0.79866
C 3.20128 -5.39960 0.88665
C 4.22003 -5.82817 0.04352
C 4.77540 -4.95955 -0.88657
C 4.30988 -3.65555 -0.98093
C 1.42155 -1.92334 -1.46033
C 1.72699 -1.91915 -2.81177
C 0.73628 -2.24476 -3.72612
C -0.54587 -2.55444 -3.28483
C -0.84265 -2.53661 -1.92777
C 0.14763 -2.22898 -1.00319
H 1.95026 -3.73258 1.46085
H 2.78505 -6.07598 1.62197
H 4.58959 -6.84354 0.11917
H 5.58327 -5.29231 -1.52550
H 4.74985 -2.96147 -1.68987
H 2.72746 -1.66568 -3.14771
H 0.96292 -2.25821 -4.78500
H -1.31154 -2.82594 -4.00161
H -1.84011 -2.78640 -1.58572
H -0.03876 -2.31636 0.05991
```

---

(4)
Entry from the OMol25 dataset: an isolated molecule of C5H5NO (ωB97M-V/def2-TZVPD).

LUMO level: 0.8 eV
Kohn-Sham gap: 11.2 eV
HOMO level: -0.381 Ha

```
12
C5H5NO ωB97M-V/def2-TZVPD
N -1.87471 -1.53194 -2.07382
C -1.09997 -1.08536 -1.34120
C -0.24720 -0.43580 -0.36049
C -0.74057 0.53528 0.72506
C 0.72931 0.16172 0.98544
C 1.05233 0.38177 -0.50657
O 0.39743 -1.24457 0.67495
H -0.97694 1.55550 0.41442
H -1.46850 0.09846 1.40971
H 1.34386 0.34507 1.86572
H 0.97300 1.39435 -0.91007
H 1.91196 -0.17447 -0.88315
```

---

The F_max results, record by record, are as follows: 5.01, 9.10, 2.67, 1.07 eV Å⁻¹.
The DFT total energy results, record by record, are as follows: -102768.1027, -29576.8954, -140307.6708, -8800.2181 eV.
The molar mass results, record by record, are as follows: 226.45, 293.27, 1012.28, 95.10 g mol⁻¹.